Entry from the OMol25 dataset: a cluster of 10 separate species, C54H63Cl6N5O4 in total (ωB97M-V/def2-TZVPD).

The geometry in XYZ format:
```
132
Properties=species:S:1:pos:R:3:forces:R:3
Cl -5.04734 -4.67181 -1.19065 0.2 0.0 -0.1
C -3.99770 -3.21845 -1.19476 0.4 -0.6 1.1
C -4.67867 -2.07461 -1.85800 -0.2 0.2 0.0
Cl -4.80699 -2.34711 -3.61515 0.0 0.1 -0.1
H -3.02510 -3.49414 -1.59372 -0.1 0.0 -0.5
H -3.79479 -3.01678 -0.14075 -0.3 0.3 0.0
H -4.15631 -1.14463 -1.66922 0.3 0.1 -0.2
H -5.68480 -1.96227 -1.46851 -0.1 0.0 0.0
Cl 3.77832 4.07514 2.93111 0.2 -0.1 -0.1
C 2.18501 4.24569 2.18671 -0.7 -0.4 -0.9
C 1.16364 3.80342 3.19624 -0.1 1.8 1.8
Cl -0.52619 3.99386 2.65143 0.2 -0.5 -0.5
H 2.07710 3.66625 1.26731 0.5 -0.3 0.1
H 2.05656 5.28132 1.88294 -0.1 0.1 0.3
H 1.19026 4.55934 3.98686 0.2 -0.1 0.1
H 1.37374 2.89940 3.75999 -0.2 -0.6 -0.7
Cl 0.01082 6.87015 -0.78056 -0.2 -0.1 0.2
C -0.30128 5.21415 -1.39392 1.3 0.2 0.1
C -1.74935 4.85555 -1.51002 0.2 -0.3 0.4
Cl -2.47295 4.89609 0.12573 -0.3 0.0 -0.1
H 0.19750 4.50351 -0.73107 -0.2 0.2 0.3
H 0.32165 5.19854 -2.28896 -0.7 -0.2 -0.5
H -1.79294 3.80932 -1.80755 -0.2 0.1 -0.4
H -2.34323 5.50075 -2.14258 0.0 0.0 -0.2
C 6.57795 -0.91521 3.04413 -0.1 1.5 -0.8
C 6.10098 0.58052 2.97099 -0.5 -0.5 1.1
C 5.30741 1.00859 1.72665 1.0 -0.7 -0.6
C 5.86239 0.44770 0.47625 -2.6 2.4 6.2
N 6.26083 0.06858 -0.47685 2.6 -2.5 -6.1
H 6.15410 -1.44364 2.19053 0.2 -0.3 0.1
H 6.25608 -1.37868 3.96659 0.1 -0.1 0.1
H 7.66179 -0.89482 2.96958 0.0 -0.5 0.0
H 6.89596 1.29779 3.17632 0.2 -0.2 -0.2
H 5.42855 0.69402 3.83157 -0.1 0.3 -0.2
H 5.42984 2.07946 1.56130 -0.7 0.1 0.4
H 4.27693 0.65820 1.78519 -0.1 0.5 0.0
C -2.05737 2.58860 5.66409 0.2 0.4 0.7
C -2.90101 1.98164 4.55238 0.8 0.7 -0.2
C -1.99190 0.92067 3.90633 0.6 0.4 0.0
C -2.51842 0.11100 2.81513 -0.1 0.2 0.6
N -2.93933 -0.57946 2.00523 -0.2 -0.2 -0.5
H -1.96238 1.88625 6.49540 0.2 0.2 0.1
H -2.36755 3.56303 6.05400 -0.7 -0.3 0.0
H -1.07098 2.88052 5.29003 0.1 -0.6 -0.1
H -3.04978 2.82734 3.87572 -0.3 -0.4 -0.5
H -3.87418 1.61650 4.86302 0.0 -0.2 0.2
H -1.54165 0.24463 4.64271 -0.4 -0.1 0.1
H -1.11915 1.47863 3.54259 -0.1 -0.2 -0.3
C -0.39466 -1.94538 -5.73284 -1.2 -1.1 1.8
C 0.22550 -3.21146 -6.28229 1.0 -0.9 -0.1
C 1.01264 -4.16625 -5.27748 -0.8 0.5 0.1
C 1.43521 -3.53543 -4.02094 1.5 2.4 3.9
N 1.73365 -3.00053 -2.99454 -1.2 -2.4 -4.5
H -1.22957 -1.53134 -6.29618 0.7 0.3 -0.8
H 0.32885 -1.24892 -5.32038 0.0 0.4 -0.5
H -1.00424 -2.24601 -4.85476 0.4 0.0 0.1
H 0.98912 -3.00035 -7.03561 -0.4 0.3 -0.2
H -0.50529 -3.88324 -6.73770 -0.1 0.3 -0.1
H 1.84430 -4.58486 -5.83696 0.3 0.0 0.3
H 0.41240 -5.02409 -4.95748 -0.2 0.1 -0.2
C -0.27780 -1.04324 -1.65865 -0.2 -0.8 0.2
C -0.98121 -0.07231 -0.73144 -0.1 -0.2 0.7
C -0.23055 1.24435 -0.47173 0.0 -0.5 -0.7
C 0.96756 0.98958 0.33072 -0.4 0.6 -0.4
N 1.95248 0.85373 0.89788 0.3 -0.2 0.4
H -0.70036 -2.04389 -1.49318 -0.2 0.2 -0.3
H 0.77908 -1.24302 -1.47542 0.1 0.6 0.0
H -0.44581 -0.78490 -2.69921 0.2 0.1 -0.2
H -1.15455 -0.54974 0.23577 -0.1 0.0 -0.1
H -1.97105 0.13998 -1.13201 0.0 0.2 0.0
H -0.86304 2.00711 -0.01443 0.1 -0.1 0.2
H 0.10397 1.60720 -1.45179 0.1 0.2 0.2
C -0.35528 -6.41162 0.19015 -0.1 0.4 0.9
C 0.53644 -5.53131 -0.69506 -1.3 -1.4 -1.3
C 1.25474 -4.40646 -0.00718 0.1 1.2 -0.3
C 2.15438 -4.84112 1.05165 -0.7 0.1 -0.8
N 2.80280 -5.24830 1.89430 0.8 -0.3 1.0
H 0.23072 -6.90204 0.97712 0.0 -0.3 -0.4
H -0.97038 -7.11330 -0.37107 0.4 -0.3 -0.1
H -1.10358 -5.85107 0.76919 0.2 0.4 -0.3
H -0.09103 -5.20945 -1.54512 0.1 0.8 0.6
H 1.19908 -6.18276 -1.28398 0.5 0.1 0.7
H 0.58527 -3.65292 0.42595 -0.3 -0.4 0.1
H 1.79922 -3.80525 -0.73756 0.3 -0.2 0.0
C 1.52044 -2.05352 4.16836 0.7 0.3 -0.4
C 2.13840 -0.83190 3.90450 0.3 0.4 0.4
C 2.15437 0.16848 4.86956 -1.2 0.3 -1.2
C 1.35482 0.03828 5.99933 0.6 0.2 0.2
C 0.84168 -1.20919 6.32736 -0.4 -0.4 -0.6
C 0.89994 -2.24025 5.38281 -0.3 -0.3 0.3
C 0.18545 -1.45927 7.62973 -0.9 -0.3 0.4
O -0.17176 -2.57254 7.96643 0.2 0.3 -0.2
C -0.06581 -0.28297 8.51935 0.7 0.3 -0.4
C -0.64622 -0.44036 9.76571 0.2 -0.6 0.7
C -0.76037 0.61566 10.65328 -0.5 0.7 -0.4
C -0.45297 1.90304 10.21307 0.0 -0.5 -0.3
C 0.11278 2.06534 8.95592 0.5 0.7 0.7
C 0.38590 0.98698 8.13191 -1.0 0.1 0.0
C 1.04521 1.23752 6.82491 0.9 -1.3 0.8
O 1.42952 2.32865 6.50732 0.0 1.2 -0.5
H 1.63747 -2.84739 3.44063 -0.4 -0.1 0.0
H 2.55500 -0.55316 2.94281 0.2 -0.5 0.0
H 2.55111 1.13122 4.56536 0.1 0.0 0.4
H 0.37313 -3.16519 5.58400 0.3 0.0 0.2
H -0.94311 -1.42330 10.11173 0.0 -0.1 -0.3
H -1.17794 0.47561 11.64215 0.0 -0.1 0.0
H -0.66850 2.78231 10.80526 0.2 -0.1 0.2
H 0.46523 3.06424 8.71978 -0.2 -0.2 -0.5
C -4.98878 -0.45896 -7.46603 -0.3 1.3 -0.9
C -4.83224 -0.07385 -8.79118 -0.1 0.2 -0.8
C -3.74267 0.66485 -9.19935 0.2 0.2 0.1
C -2.77385 1.03754 -8.29069 -0.1 -0.2 0.3
C -2.86841 0.63213 -6.94995 -0.6 0.2 -0.6
C -4.01776 -0.04111 -6.56542 -0.1 -1.4 1.1
C -1.84712 1.07392 -5.97149 0.3 1.4 -1.3
O -1.97696 1.07011 -4.78304 -0.7 -0.7 1.5
C -0.62686 1.72199 -6.54611 0.3 -0.9 0.4
C 0.41781 1.99260 -5.67234 -0.3 0.7 0.1
C 1.58451 2.52497 -6.15963 0.1 0.0 -0.1
C 1.80843 2.60107 -7.54091 0.5 -0.5 1.5
C 0.77334 2.29046 -8.39988 0.7 1.3 -0.7
C -0.45757 1.92701 -7.90615 -0.4 0.1 0.6
C -1.61832 1.79378 -8.81306 1.0 -1.3 1.2
O -1.50802 2.11554 -9.95278 -0.4 0.8 -2.0
H -5.97143 -0.83970 -7.21893 0.4 -0.5 0.6
H -5.55735 -0.24539 -9.58116 -0.3 -0.4 0.4
H -3.61242 0.99974 -10.21866 -0.1 -0.1 -0.1
H -4.10895 -0.38212 -5.53471 0.0 0.4 0.0
H 0.29680 1.90155 -4.60235 -0.2 -0.2 0.0
H 2.29320 2.89048 -5.42570 0.4 -0.2 -0.3
H 2.84791 2.79314 -7.78297 -0.3 0.4 -0.8
H 0.85790 2.55605 -9.44829 0.0 -0.5 -0.1
```
Positions in Å, forces in eV/Å.

SMILES: O=C1c2ccccc2C(=O)c2ccccc21.O=C1c2ccccc2C(=O)c2ccccc21.CCCC#N.CCCC#N.CCCC#N.CCCC#N.CCCC#N.ClCCCl.ClCCCl.ClCCCl
ΔE to the lowest compared entry with this formula, charge and spin, kcal per mole: 15.1
E_LUMO, eV: -1.24
Orbital gap, eV: 8.5
F_max, eV/Å: 7.171
HOMO, eV: -9.75
Total charge: 0

Results of the Löwdin charge analysis, in e, for atoms 1 through 99: 0.5359, -0.6720, -0.6522, 0.5621, 0.0574, 0.0677, 0.0641, 0.0691, 0.6206, -0.6650, -0.6588, 0.5974, 0.0508, 0.0692, 0.0658, 0.0440, 0.5310, -0.6748, -0.6209, 0.5214, 0.0438, 0.0677, 0.0619, 0.0723, -0.0795, -0.2396, -0.2006, -0.2698, 0.1482, 0.0645, 0.0612, 0.0677, 0.1011, 0.0874, 0.0816, 0.0627, -0.1201, -0.2354, -0.1973, -0.2034, 0.1467, 0.0738, 0.0831, 0.0434, 0.0926, 0.1114, 0.1187, 0.0735, -0.1014, -0.2211, -0.1612, -0.1729, 0.1687, 0.0645, 0.0768, 0.0825, 0.1018, 0.1064, 0.1107, 0.1135, -0.1144, -0.2565, -0.1662, -0.1926, 0.1965, 0.0616, 0.0517, 0.0571, 0.0718, 0.1012, 0.0941, 0.1188, -0.1068, -0.2735, -0.2109, -0.2387, 0.1505, 0.0721, 0.0694, 0.0733, 0.0969, 0.1145, 0.1178, 0.0769, -0.0410, -0.0484, -0.0007, -0.0923, -0.0909, 0.0067, -0.2771, 0.1096, -0.0777, -0.0067, -0.0517, -0.0519, -0.0135, -0.0925, -0.3079